1.
Below is the molecule C5H8, with properties calculated with the ωB97M-V functional and the def2-TZVPD basis.

## Properties
SMILES string	C1=CCCC1
E	-5314.1372	eV
molecular weight	68.12	g/mol
frontier orbital gap	10.271	eV
HOMO energy	-0.331	Eh

Bonds (Å) are listed after each position.
Geometry (Å):
1 C 0.166 0.943 -0.585  C2 1.545, C5 1.550, H6 1.099, H7 1.100
2 C 0.375 -0.500 -1.096  C1 1.545, C3 1.502, H8 1.094, H9 1.100
3 C -0.015 -1.350 0.079  C2 1.502, C4 1.332, H10 1.092
4 C -0.379 -0.642 1.147  C3 1.332, C5 1.506, H11 1.086
5 C -0.297 0.839 0.890  C1 1.550, C4 1.506, H12 1.090, H13 1.106
6 H 1.103 1.512 -0.659  C1 1.099
7 H -0.583 1.473 -1.192  C1 1.100
8 H 1.415 -0.652 -1.398  C2 1.094
9 H -0.228 -0.745 -1.983  C2 1.100
10 H 0.015 -2.441 0.050  C3 1.092
11 H -0.685 -1.053 2.104  C4 1.086
12 H 0.395 1.302 1.594  C5 1.090
13 H -1.282 1.316 1.050  C5 1.106



2.
Below is the molecule C5H8, with properties calculated with the ωB97M-V functional and the def2-TZVPD basis.

## Properties
SMILES string	CC#CCC
E	-5312.6055	eV
molecular weight	68.12	g/mol
frontier orbital gap	10.377	eV
HOMO energy	-0.341	Eh

Bonds (Å) are listed after each position.
Geometry (Å):
1 C 1.751 0.934 -0.586  C2 1.547, H6 1.095, H7 1.095, H8 1.095
2 C 0.536 1.345 0.278  C1 1.547, C3 1.464, H9 1.094, H10 1.093
3 C -0.174 0.170 0.789  C2 1.464, C4 1.205
4 C -0.864 -0.816 0.743  C3 1.205, C5 1.460
5 C -1.808 -1.821 0.262  C4 1.460, H11 1.095, H12 1.096, H13 1.091
6 H 2.709 1.199 -0.127  C1 1.095
7 H 1.702 1.413 -1.570  C1 1.095
8 H 1.746 -0.149 -0.749  C1 1.095
9 H -0.213 1.815 -0.366  C2 1.094
10 H 0.782 2.093 1.036  C2 1.093
11 H -2.796 -1.358 0.172  C5 1.095
12 H -1.478 -2.098 -0.745  C5 1.096
13 H -1.894 -2.728 0.862  C5 1.091